Here is a 9-piece molecular cluster, H18O9 overall from the OMol25 dataset. Energies are from wB97M-V/def2-TZVPD.

Calculated values
**HOMO level**: -10.56 eV
**SMILES string**: O.O.O.O.O.O.O.O.O
**E_LUMO**: -0.18 eV

Geometry as XYZ:
```
27
Properties=species:S:1:pos:R:3:forces:R:3
O 0.356 -0.133 1.556 0.09 0.49 -0.09
O -2.020 -1.352 -1.035 1.10 -0.50 -0.48
O -3.084 0.984 -0.724 0.44 1.44 -0.26
O -3.836 -0.931 0.499 -0.64 -0.71 1.43
O 3.064 -1.559 -1.232 0.67 -0.55 0.28
O 1.297 0.135 -1.474 -0.84 0.29 0.04
O 0.137 -2.817 1.123 0.01 -0.27 -0.22
O -2.481 4.010 -0.082 -0.01 -0.18 0.14
O 4.903 2.345 0.515 0.14 -0.10 0.09
H 5.557 2.895 0.959 -0.10 0.01 -0.06
H 2.514 -2.334 -1.397 0.03 0.13 -0.17
H 5.276 1.457 0.557 -0.07 0.07 -0.04
H 0.546 -0.039 -0.895 0.00 0.35 0.00
H -3.754 -1.810 0.886 -0.17 -0.04 0.03
H -2.476 3.240 -0.663 0.27 0.32 -0.30
H 0.404 -0.114 2.518 -0.10 -0.03 -0.09
H -1.788 3.823 0.561 -0.02 0.10 -0.04
H -2.303 0.649 -0.270 0.02 0.21 -0.53
H -1.411 -1.315 -0.289 0.17 -0.06 0.01
H 3.962 -1.908 -1.217 0.02 -0.11 0.01
H 0.633 -2.490 0.365 0.01 -0.18 -0.02
H -3.011 -0.492 0.737 -0.68 -0.22 0.11
H -0.764 -2.905 0.793 0.03 -0.19 0.06
H -3.242 1.843 -0.316 -0.41 -0.20 0.21
H 1.857 0.728 -0.961 0.05 -0.09 -0.07
H 1.114 -0.667 1.293 -0.06 0.04 0.15
H -1.453 -1.246 -1.807 0.05 0.01 -0.19
```
Positions in Å, forces in eV/Å.

Electronic structure analysis, Löwdin charges in units of e:
1 O -0.060
2 O -0.050
3 O -0.052
4 O -0.073
5 O -0.067
6 O -0.060
7 O -0.045
8 O -0.048
9 O -0.063
10 H 0.034
11 H 0.037
12 H 0.030
13 H -0.006
14 H 0.044
15 H 0.006
16 H 0.054
17 H 0.042
18 H 0.013
19 H 0.001
20 H 0.043
21 H 0.018
22 H 0.004
23 H 0.034
24 H 0.026
25 H 0.046
26 H 0.023
27 H 0.068

Here is H18O9 as an isolated structure from the OMol25 dataset. Energies are from wB97M-V/def2-TZVPD.

Calculated values
**HOMO level**: -8.93 eV
**E_LUMO**: -0.37 eV

Geometry as XYZ:
```
27
Properties=species:S:1:pos:R:3:forces:R:3
O 0.099 1.428 0.540 3.93 3.31 4.79
O 0.661 -0.620 -0.245 -0.39 1.05 -4.51
O 2.728 -0.254 -0.065 4.57 1.05 0.97
O -1.783 0.881 1.207 -5.54 -0.99 0.76
O 0.005 -0.082 2.472 1.84 1.41 3.07
O -0.072 -2.199 -2.269 0.03 -1.46 -0.16
O -0.818 0.324 -2.252 -4.02 -4.55 -1.94
O 0.250 1.914 -1.506 4.82 7.73 -1.54
O -0.562 -1.577 1.076 -5.83 -6.33 3.19
H -0.059 -2.385 1.181 -0.08 -1.05 0.54
H 0.176 1.899 -0.552 0.14 0.98 -0.43
H -0.837 -0.189 2.030 -0.32 0.15 1.35
H -1.612 1.730 1.614 -0.98 -0.23 0.30
H -0.942 0.622 0.829 -1.38 0.16 -0.34
H -1.332 -1.837 0.571 -0.48 -0.32 -0.53
H 0.097 0.153 -0.251 0.32 -1.79 -1.65
H -0.209 -1.648 -1.498 0.42 0.82 -0.15
H -0.858 -2.743 -2.317 -0.17 -0.21 -0.34
H 1.003 2.479 -1.680 0.20 0.14 -0.70
H -0.328 1.066 -1.899 -0.54 -0.97 -1.69
H -0.172 1.987 1.267 0.64 0.52 0.16
H 2.014 -0.661 -0.557 -0.10 0.01 -0.42
H 2.819 0.617 -0.452 0.34 0.08 -0.25
H 0.849 0.940 0.879 1.55 -0.57 0.44
H 0.083 -0.856 3.030 0.25 0.11 0.25
H -1.516 0.173 -1.615 -0.70 -0.16 -0.26
H 0.314 -1.164 0.463 1.48 1.11 -0.93
```
Positions in Å, forces in eV/Å.

Electronic structure analysis, Löwdin charges in units of e:
1 O 0.005
2 O -0.118
3 O -0.068
4 O -0.033
5 O -0.058
6 O -0.058
7 O -0.051
8 O 0.097
9 O 0.060
10 H 0.154
11 H -0.121
12 H -0.006
13 H 0.072
14 H -0.072
15 H 0.144
16 H 0.009
17 H -0.037
18 H 0.025
19 H 0.121
20 H -0.259
21 H 0.146
22 H -0.040
23 H 0.023
24 H 0.122
25 H 0.077
26 H 0.023
27 H -0.157

Here is H18O9 as an isolated structure from the OMol25 dataset. Energies are from wB97M-V/def2-TZVPD.

Calculated values
**HOMO level**: -7.63 eV
**E_LUMO**: -0.12 eV

Geometry as XYZ:
```
27
Properties=species:S:1:pos:R:3:forces:R:3
O 0.752 -0.582 2.323 7.45 -3.08 2.92
O 1.680 -2.377 1.256 7.46 -3.31 1.32
O 0.775 2.079 -0.610 5.03 1.71 0.73
O -0.194 0.158 0.300 4.76 2.04 -13.42
O -0.083 -1.915 0.414 -8.44 -6.55 2.30
O -0.062 -1.141 -1.490 0.12 -2.68 -5.73
O -1.273 2.103 -1.187 -7.47 3.53 2.30
O -0.262 0.779 -2.445 2.75 -1.60 -6.19
O -0.818 0.562 2.046 -11.36 8.69 9.13
H -0.561 0.423 1.135 -2.49 2.50 2.24
H -1.758 1.630 -0.511 -0.84 0.28 0.24
H -0.597 0.232 -0.565 -0.93 0.02 0.88
H -0.017 -1.649 -0.503 0.67 -1.41 -2.50
H -0.044 -0.781 0.416 -0.06 -0.20 1.94
H -0.679 1.428 -1.878 -0.97 1.11 0.06
H 0.819 1.151 -0.376 0.32 -0.32 0.95
H -0.531 -2.761 0.386 -0.75 -0.12 0.21
H 1.472 2.197 -1.255 0.23 0.51 -0.18
H -0.392 1.383 2.294 -0.08 0.05 0.58
H 0.186 -0.233 -1.666 0.84 0.27 -1.95
H 0.966 -0.665 3.252 0.41 -0.36 0.08
H -0.756 -1.327 -2.123 0.10 -0.15 -0.29
H -0.495 2.432 -0.738 1.00 1.15 0.70
H -0.657 0.923 -3.305 0.21 -0.29 -0.37
H -0.145 -0.247 2.313 -0.61 -0.84 1.70
H 1.923 -1.480 1.487 -0.05 -0.39 0.28
H 0.752 -2.324 1.030 2.71 -0.55 2.06
```
Positions in Å, forces in eV/Å.

Electronic structure analysis, Löwdin charges in units of e:
1 O -0.078
2 O -0.104
3 O 0.029
4 O 0.107
5 O 0.112
6 O 0.107
7 O 0.091
8 O -0.023
9 O 0.092
10 H -0.336
11 H 0.112
12 H 0.091
13 H -0.159
14 H -0.100
15 H -0.215
16 H 0.049
17 H 0.180
18 H 0.114
19 H 0.107
20 H -0.014
21 H 0.077
22 H 0.145
23 H -0.029
24 H 0.112
25 H -0.229
26 H -0.005
27 H -0.231

Here is a 9-piece molecular cluster, H18O9 overall from the OMol25 dataset. Energies are from wB97M-V/def2-TZVPD.

Calculated values
**HOMO level**: -10.15 eV
**SMILES string**: O.O.O.O.O.O.O.O.O
**E_LUMO**: -0.16 eV

Geometry as XYZ:
```
27
Properties=species:S:1:pos:R:3:forces:R:3
O -22.237 0.467 3.813 0.28 0.16 -0.80
O -23.930 0.269 5.744 -0.97 -0.12 0.72
O -24.020 3.815 7.513 0.52 0.10 1.06
O -21.718 2.952 6.129 0.01 0.03 -0.51
O -23.248 3.863 3.025 -0.01 -0.02 0.18
O -22.038 3.543 9.763 -0.23 -0.42 0.25
O -20.236 5.209 8.763 0.70 0.46 -0.40
O -25.176 4.004 5.017 -0.43 0.30 0.33
O -19.896 1.417 7.122 0.64 -0.79 0.34
H -24.702 3.811 4.208 0.59 -0.27 -0.33
H -22.058 0.172 2.921 0.00 -0.23 -0.23
H -23.536 0.244 4.873 0.22 0.02 -0.09
H -26.094 3.838 4.802 -0.27 -0.06 0.13
H -19.802 1.615 8.054 0.15 -0.01 0.19
H -20.770 4.484 9.089 -0.24 -0.19 0.24
H -23.421 4.700 2.593 0.03 0.38 -0.08
H -24.532 3.914 6.710 -0.35 0.05 -0.95
H -22.794 3.354 9.206 -0.14 0.15 -0.40
H -22.327 3.309 10.645 0.13 -0.02 0.31
H -20.826 5.962 8.768 -0.10 0.13 0.01
H -22.873 3.312 2.338 0.06 -0.32 -0.11
H -24.503 3.169 8.028 -0.27 -0.25 -0.02
H -21.457 0.964 4.063 0.28 0.12 0.41
H -20.550 2.042 6.809 -0.25 0.37 -0.35
H -23.243 0.624 6.309 0.25 0.11 0.06
H -22.037 3.272 5.285 -0.09 0.11 -0.30
H -22.255 3.408 6.777 -0.52 0.22 0.36
```
Positions in Å, forces in eV/Å.

Electronic structure analysis, Löwdin charges in units of e:
1 O -0.026
2 O -0.076
3 O -0.048
4 O -0.034
5 O -0.027
6 O -0.024
7 O -0.068
8 O -0.036
9 O -0.073
10 H -0.001
11 H 0.061
12 H -0.036
13 H 0.060
14 H 0.020
15 H -0.044
16 H 0.061
17 H -0.003
18 H 0.018
19 H 0.066
20 H 0.024
21 H 0.055
22 H 0.056
23 H 0.059
24 H -0.057
25 H 0.011
26 H 0.043
27 H 0.017

Here is a 9-piece molecular cluster, H18O9 overall from the OMol25 dataset. Energies are from wB97M-V/def2-TZVPD.

Calculated values
**Multiplicity**: 2
**HOMO level (alpha / beta)**: -13.90 / -13.23 eV
**Total charge**: +1
**E_LUMO (alpha / beta)**: -3.60 / -10.96 eV

Geometry as XYZ:
```
27
Properties=species:S:1:pos:R:3:forces:R:3
O 1.034 2.266 -1.324 0.58 0.22 -0.46
O 0.025 0.130 0.088 -0.28 0.63 0.69
O -2.360 0.721 -2.856 -0.18 -0.18 -0.11
O -2.872 2.113 -0.679 0.08 0.26 1.15
O -0.313 -0.007 2.639 0.48 -0.50 1.59
O 0.952 -2.314 3.448 0.40 -0.47 1.56
O -1.129 -1.520 -1.577 -0.20 -0.12 -0.05
O 1.933 -1.872 0.883 -0.50 -0.15 0.59
O 3.087 0.991 0.132 0.48 -0.86 0.52
H -2.211 -0.178 -2.564 0.04 -0.49 -0.15
H -0.499 -2.143 -1.938 0.20 -0.20 -0.40
H -1.466 -1.948 -0.789 -0.44 -0.37 0.17
H 0.097 -1.922 3.272 -1.42 0.63 -0.40
H -0.525 0.114 1.714 0.02 0.21 -1.55
H 2.765 -1.685 1.316 0.68 0.51 -0.23
H 0.754 2.984 -0.756 -0.16 0.33 0.05
H 2.637 1.414 -0.599 -0.44 0.56 -0.62
H -2.727 1.349 -1.236 0.10 0.08 -0.63
H 0.580 -0.602 0.356 0.87 -0.22 -0.07
H -1.725 0.853 -3.560 0.16 0.26 -0.21
H 2.969 1.593 0.867 0.03 0.28 0.21
H 1.466 -2.131 2.661 0.57 0.05 -1.45
H -3.582 2.592 -1.108 -0.19 0.16 -0.13
H 2.180 -2.297 0.061 0.14 -0.29 -0.29
H -0.552 -0.239 -0.581 -0.32 -0.18 -0.63
H 0.591 1.494 -0.971 -0.32 -0.31 0.32
H -1.111 0.247 3.103 -0.38 0.17 0.52
```
Positions in Å, forces in eV/Å.

Electronic structure analysis, Löwdin charges in units of e:
1 O -0.031
2 O -0.051
3 O -0.034
4 O -0.031
5 O 0.049
6 O 0.317
7 O -0.010
8 O -0.014
9 O 0.003
10 H 0.010
11 H 0.088
12 H 0.082
13 H 0.079
14 H 0.011
15 H 0.081
16 H 0.062
17 H 0.006
18 H -0.028
19 H 0.015
20 H 0.070
21 H 0.054
22 H 0.048
23 H 0.047
24 H 0.091
25 H 0.014
26 H -0.014
27 H 0.088

Here is a 10-piece molecular cluster, H19O10 overall from the OMol25 dataset. Energies are from wB97M-V/def2-TZVPD.

Calculated values
**HOMO level**: -6.46 eV
**Total charge**: -1
**E_LUMO**: 3.04 eV

Geometry as XYZ:
```
29
Properties=species:S:1:pos:R:3:forces:R:3
O -1.939 2.891 2.600 -0.01 0.07 -0.34
O 0.189 -1.054 -3.352 0.86 0.49 1.43
O 2.299 0.128 1.887 0.19 -0.30 -0.01
O -0.414 -1.132 3.707 0.58 0.00 -1.13
O 0.845 -1.500 -0.917 -0.13 0.01 0.41
O -1.937 -1.348 1.543 -0.38 -0.56 0.22
O -1.461 1.809 -3.241 0.09 -0.04 0.10
O 0.538 2.321 1.200 -0.33 0.29 0.12
O 3.040 -0.541 -1.882 -0.05 -0.10 -0.58
O -1.775 -0.946 -0.998 0.27 -0.42 -1.21
H -1.493 -2.078 1.098 0.17 0.10 -0.23
H -0.594 -1.542 2.838 -0.44 -0.47 0.96
H -2.667 -1.210 0.929 0.17 0.37 -0.14
H 0.161 1.689 0.576 0.30 -0.08 -0.13
H 3.390 -0.421 -0.999 -0.03 0.10 0.17
H -1.785 2.114 2.050 -0.16 -0.18 0.26
H -1.362 0.922 -2.863 -0.03 -0.05 -0.02
H 2.135 -0.944 -1.708 0.60 0.36 0.57
H 0.422 -1.221 -2.339 -0.87 -0.77 -0.81
H -0.237 -0.280 3.292 -0.05 0.65 0.79
H 0.997 -0.525 -3.413 -0.10 0.20 -1.08
H -0.561 2.016 -3.510 -0.02 0.01 -0.06
H 1.483 2.343 1.026 0.00 -0.30 -0.16
H 1.611 0.477 2.456 -0.06 0.22 0.12
H 1.254 -2.367 -0.839 -0.28 -0.14 -0.02
H -0.803 -1.162 -0.925 0.04 0.12 0.73
H -1.375 3.525 2.141 0.07 0.08 0.21
H -1.872 -1.273 -1.907 -0.45 0.27 0.15
H 1.910 -0.690 1.553 0.05 0.06 -0.31
```
Positions in Å, forces in eV/Å.

Electronic structure analysis, Löwdin charges in units of e:
1 O -0.074
2 O -0.162
3 O -0.064
4 O -0.077
5 O -0.364
6 O -0.080
7 O -0.077
8 O -0.057
9 O -0.132
10 O -0.121
11 H 0.040
12 H 0.002
13 H 0.039
14 H 0.052
15 H 0.000
16 H 0.015
17 H -0.002
18 H -0.041
19 H -0.028
20 H 0.008
21 H 0.006
22 H 0.024
23 H 0.040
24 H 0.004
25 H -0.011
26 H -0.019
27 H 0.018
28 H 0.036
29 H 0.027

Here is H19O9 as an isolated structure from the OMol25 dataset. Energies are from wB97M-V/def2-TZVPD.

Calculated values
**HOMO level**: -14.22 eV
**Total charge**: +1
**E_LUMO**: -3.06 eV

Geometry as XYZ:
```
28
Properties=species:S:1:pos:R:3:forces:R:3
O 0.636 -3.716 -1.097 -0.45 -0.91 0.10
O 1.266 2.460 -0.485 -0.23 0.22 -1.21
O 1.230 1.832 1.845 1.27 -1.02 0.79
O 1.603 -0.260 0.725 0.94 -0.24 1.43
O 0.973 -2.690 1.384 0.00 0.58 0.51
O -4.095 -0.218 0.266 1.20 0.85 -0.02
O -1.717 2.646 -1.402 -0.76 0.11 -0.35
O 1.658 -2.162 -2.705 0.58 0.66 -1.52
O -1.466 2.203 1.582 1.54 -0.36 -0.09
H -0.856 2.719 -1.018 0.25 -0.35 0.22
H 0.603 3.158 -0.533 0.51 0.39 0.11
H 0.244 1.931 1.759 0.21 0.50 -0.30
H 0.647 -0.379 0.642 0.04 -0.73 -0.26
H 1.506 -2.247 -3.665 -0.18 -0.08 0.41
H -0.199 -3.667 -1.575 0.04 -0.03 0.09
H -4.961 0.109 0.507 -0.34 -0.65 -0.09
H 1.724 2.211 1.065 -1.12 0.34 0.47
H 1.383 2.173 -1.401 0.23 0.02 0.13
H 1.297 -3.858 -1.797 -0.22 0.37 0.56
H 1.529 0.739 1.544 -0.56 0.61 -0.24
H -1.902 1.524 2.102 -0.87 0.44 -0.12
H -2.005 2.926 1.251 -0.57 -0.33 0.27
H -4.048 -1.155 0.085 -0.76 -0.13 0.12
H 2.456 -1.617 -2.718 0.05 -0.04 0.34
H 0.674 -3.178 0.589 0.68 -0.25 0.07
H 1.556 -3.212 1.943 -0.32 -0.51 -0.30
H 1.939 -1.068 1.232 -1.13 0.53 -1.16
H -2.049 1.784 -1.125 -0.04 -0.01 0.02
```
Positions in Å, forces in eV/Å.

Electronic structure analysis, Löwdin charges in units of e:
1 O -0.072
2 O -0.018
3 O 0.074
4 O 0.040
5 O -0.066
6 O -0.054
7 O -0.024
8 O -0.063
9 O -0.023
10 H -0.038
11 H 0.067
12 H 0.068
13 H 0.101
14 H 0.072
15 H 0.062
16 H 0.039
17 H 0.092
18 H 0.105
19 H 0.052
20 H 0.089
21 H 0.078
22 H 0.078
23 H 0.033
24 H 0.059
25 H 0.018
26 H 0.065
27 H 0.123
28 H 0.043

Here is a 9-piece molecular cluster, H19O9 overall from the OMol25 dataset. Energies are from wB97M-V/def2-TZVPD.

Calculated values
**HOMO level**: -13.56 eV
**Total charge**: +1
**E_LUMO**: -3.23 eV

Geometry as XYZ:
```
28
Properties=species:S:1:pos:R:3:forces:R:3
O 1.141 -0.602 0.972 -0.14 0.16 -0.33
O 0.401 -2.888 -1.028 -0.67 0.46 -0.35
O -0.952 3.058 -0.298 -0.13 -0.57 -0.32
O 2.365 -1.826 -2.734 -0.88 1.13 0.44
O 0.789 0.583 -1.751 -0.20 -0.78 1.78
O -1.476 -0.365 -0.694 0.65 1.13 -0.17
O -1.890 1.162 1.719 0.34 -1.39 -0.89
O 1.253 2.263 1.132 2.08 -1.76 0.43
O -1.748 -1.880 1.596 1.12 0.84 0.36
H -1.561 -1.129 -0.106 -0.06 -1.55 0.75
H 1.290 2.841 1.872 -0.04 0.79 0.80
H 1.349 0.341 0.980 0.76 0.63 -0.45
H -1.808 -2.841 1.626 0.15 -0.05 0.24
H 0.531 2.438 0.578 -1.55 0.65 -1.27
H -1.939 1.910 1.155 -0.36 1.11 -1.05
H -1.010 -1.585 2.200 -1.44 -0.91 -0.88
H -0.703 3.740 -0.924 -0.02 0.15 -0.56
H 0.273 -3.820 -1.185 -0.08 -0.47 -0.23
H -1.400 0.337 -0.012 -0.35 0.42 0.08
H -0.903 3.510 0.531 -0.20 0.83 0.87
H 0.785 -2.826 -0.164 0.51 0.18 0.83
H 1.615 0.428 -1.286 0.07 -0.72 0.82
H 2.760 -2.688 -2.772 0.13 -0.60 0.08
H 1.565 -1.889 -2.161 0.96 -0.45 -0.71
H -0.560 -0.335 -1.108 0.01 -0.07 -0.42
H 0.582 -0.537 1.734 -0.55 -0.58 0.89
H 1.183 1.057 -2.442 0.01 1.18 -2.47
H -1.934 1.544 2.570 -0.13 0.27 1.74
```
Positions in Å, forces in eV/Å.

Electronic structure analysis, Löwdin charges in units of e:
1 O -0.028
2 O -0.022
3 O -0.018
4 O -0.076
5 O 0.004
6 O 0.257
7 O 0.009
8 O -0.002
9 O -0.040
10 H 0.090
11 H 0.055
12 H 0.006
13 H 0.075
14 H -0.046
15 H 0.002
16 H 0.081
17 H 0.088
18 H 0.068
19 H 0.099
20 H 0.045
21 H 0.033
22 H 0.064
23 H 0.025
24 H -0.008
25 H 0.112
26 H 0.012
27 H 0.059
28 H 0.056

Here is a 2-piece molecular cluster, H2 overall from the OMol25 dataset. Energies are from wB97M-V/def2-TZVPD.

Calculated values
**HOMO level**: -10.18 eV
**E_LUMO**: -2.61 eV

Geometry as XYZ:
```
2
Properties=species:S:1:pos:R:3:forces:R:3
H -0.948 0.486 -0.160 2.38 -1.22 0.40
H 0.948 -0.486 0.160 -2.38 1.22 -0.40
```
Positions in Å, forces in eV/Å.

Electronic structure analysis, Löwdin charges in units of e:
1 H 0.000
2 H 0.000

Here is a 2-piece molecular cluster, H2 overall from the OMol25 dataset. Energies are from wB97M-V/def2-TZVPD.

Calculated values
**HOMO level**: -11.59 eV
**E_LUMO**: -0.26 eV

Geometry as XYZ:
```
2
Properties=species:S:1:pos:R:3:forces:R:3
H 0.467 0.521 -0.186 -2.94 -3.28 1.17
H -0.467 -0.521 0.186 2.94 3.28 -1.17
```
Positions in Å, forces in eV/Å.

Electronic structure analysis, Löwdin charges in units of e:
1 H 0.000
2 H 0.000

Here are the calculated energy numbers, same order: -687.862134; -687.532043; -687.343706; -687.948304; -687.548481; -763.846716; -688.279968; -688.292608; -0.960346; -1.053284 (hartree).
Here are the calculated energy relative to the best compared isomer or geometry (same formula, charge and spin) numbers, same order: 102.7; 309.8; 428.0; 48.6; 19.8; 27.4; 60.7; 52.8; 125.8; 67.5 (kcal per mole).